C24H37CrO2Si | wB97M-V/def2-TZVPD

The spin multiplicity is 4. Its total charge is 0. The value obtained for the total energy is -65876.223 eV. The calculation puts the energy above the lowest of the compared OMol25 structures with the same formula, charge and spin at 4.62 kcal per mole. The value obtained for the LUMO energy (alpha / beta) is 0.75 / 0.75 eV. The calculation puts the HOMO-LUMO gap (alpha / beta) at 6.59 / 6.32 eV. The value obtained for the HOMO energy (alpha / beta) is -5.84 / -5.57 eV.

CARTESIAN COORDINATES (ANGSTROEM)
O1 -2.1076 -3.7128 1.0665
C1 -3.0329 -4.3784 1.9805
C2 -1.8874 -5.1956 2.6191
H1 -3.8147 -4.9604 1.4768
H2 -3.4291 -3.6325 2.6894
C3 -1.0167 -4.0971 1.9646
H3 -1.7731 -6.1488 2.0970
H4 -1.8300 -5.2750 3.7006
C4 0.2431 -4.5362 1.2545
H5 0.2250 -4.0160 0.2847
H6 0.3236 -5.6269 1.1371
H7 1.1317 -4.2018 1.8197
C5 -0.7300 -2.9592 2.9299
H8 -1.5393 -2.9550 3.6756
H9 -0.6948 -2.0041 2.3815
H10 0.2123 -3.1295 3.4722
Cr1 0.3153 0.7809 -0.6746
C6 0.2773 1.5978 1.3508
C7 -0.6458 2.3280 0.5344
C8 -1.6059 1.4013 0.0085
H11 -0.6815 3.4065 0.3911
C9 -1.2866 0.0884 0.5387
C10 -0.0790 0.2080 1.3210
H12 0.4119 -0.6275 1.8189
H13 1.0685 2.0429 1.9501
H14 -2.4379 1.7040 -0.6269
H15 -1.8714 -0.8148 0.4767
C11 2.5150 1.1665 -1.7125
C12 2.2764 -0.1511 -0.9360
C13 1.3308 -0.9482 -1.6251
H16 2.9377 -0.4829 -0.1323
C14 0.8015 -0.1613 -2.7474
C15 1.3876 1.1109 -2.7344
H17 1.2368 1.9270 -3.4496
H18 3.5196 1.2989 -2.1470
H19 1.1078 -1.9994 -1.4331
H20 0.1465 -0.4900 -3.5572
O2 -1.5259 -1.1087 -1.8369
C16 -1.8867 -2.4808 -2.0942
C17 -3.2714 -2.5352 -2.7620
H21 -1.9392 -3.0045 -1.1310
H22 -1.0822 -2.9581 -2.6782
C18 -3.7938 -1.0993 -2.7891
H23 -3.9192 -3.1733 -2.1448
H24 -3.1853 -2.9571 -3.7670
C19 -2.6806 -0.2849 -2.1556
H25 -4.6958 -1.0385 -2.1721
H26 -3.9841 -0.6791 -3.7781
H27 -3.0738 0.0776 -1.1898
H28 -2.3684 0.5868 -2.7736
C20 4.7728 4.4646 1.0329
Si1 2.9764 4.8072 0.6561
C21 1.8949 5.1462 2.1441
C22 2.9758 6.1459 -0.6543
C23 2.2746 3.2513 -0.0455
C24 2.1998 2.2488 -0.7762
H29 5.3571 5.3927 0.9529
H30 5.1519 3.7448 0.2909
H31 4.9562 4.0152 2.0156
H32 2.2625 5.9517 2.7914
H33 0.8826 5.4129 1.8118
H34 1.7991 4.2439 2.7627
H35 3.0942 5.6959 -1.6494
H36 2.0234 6.6884 -0.6799
H37 3.7803 6.8892 -0.5445

List of Löwdin charges in e, atom by atom: O -0.11; C -0.15; C -0.07; H 0.12; H 0.12; C -0.57; H 0.11; H 0.11; C 0.00; H 0.08; H 0.08; H 0.08; C -0.01; H 0.09; H 0.06; H 0.09; Cr 0.60; C -0.16; C -0.15; C -0.17; H 0.11; C -0.16; C -0.16; H 0.10; H 0.10; H 0.10; H 0.10; C -0.34; C -0.15; C -0.16; H 0.11; C -0.13; C -0.11; H 0.11; H 0.14; H 0.10; H 0.12; O -0.24; C -0.17; C -0.14; H 0.09; H 0.12; C -0.15; H 0.11; H 0.11; C -0.20; H 0.11; H 0.11; H 0.09; H 0.13; C -0.19; Si 0.45; C -0.19; C -0.18; C -0.05; C -0.12; H 0.03; H 0.03; H 0.03; H 0.03; H 0.03; H 0.03; H 0.03; H 0.03; H 0.03


CH3FIN | wB97M-V/def2-TZVPD

Its total charge is 0. The value obtained for the total energy is -13389.609 eV. The calculation puts the energy above the lowest of the compared OMol25 structures with the same formula, charge and spin at 87.30 kcal per mole. The value obtained for the LUMO energy is -0.79 eV. The calculation puts the HOMO-LUMO gap at 7.82 eV. The value obtained for the HOMO energy is -8.62 eV.

CARTESIAN COORDINATES (ANGSTROEM)
C1 -1.3069 0.8720 -0.4498
N1 0.3003 -0.8224 0.2185
F1 -1.0113 1.9001 0.3221
I1 -3.0226 -0.1627 0.0108
H1 -0.9239 0.9471 -1.5215
H2 0.7066 -0.0260 -0.2902
H3 0.2037 -0.5519 1.1705

List of Löwdin charges in e, atom by atom: C -0.73; N -0.01; F -0.06; I 0.86; H 0.08; H -0.07; H -0.07